No. 1
Density functional theory data (wB97M-V/def2-TZVPD) for C45H40N5O2PS6SeTc as an isolated structure.

Calculated values
HOMO level (alpha / beta) = -5.79 / -5.78 eV
expectation value of S² = 3.80
net charge = 0
orbital gap (alpha / beta) = 0.1700 / 0.1415 Eh
spin multiplicity = 4
energy above the lowest of the compared OMol25 structures with the same formula, charge and spin = 146.48 kcal per mole

Last column: Löwdin spin population.
Geometry (Å):
Tc  0.3216  0.5975  -0.8527  2.65
Se  1.0275  -3.7333  0.9396  0.02
S  0.3505  -1.2794  -4.7970  0.00
S  -1.0929  0.4779  -2.8182  0.05
S  2.7307  -0.8544  -1.4108  0.01
S  -0.0020  3.0436  -4.8115  0.00
S  1.0391  0.8728  -6.5705  0.00
S  1.9527  -1.8680  -7.2409  0.00
P  0.1343  -0.8977  2.8796  0.00
O  1.2760  -1.1671  -1.5866  0.06
O  3.4786  -1.8184  -0.6690  0.01
N  2.6309  0.6128  -0.7786  0.08
N  0.9765  1.3759  1.2204  0.03
N  1.0059  -5.6550  -1.3323  0.00
N  -0.3157  2.5904  -0.7970  0.02
N  0.5653  3.5590  -1.0883  0.01
C  2.8605  3.1155  1.1941  0.00
C  3.3065  1.7495  3.6348  0.00
C  -1.4997  3.1834  -0.7138  0.02
C  4.3810  -1.6661  -3.3902  0.00
C  5.1620  0.9349  2.1358  0.00
C  0.6280  0.0605  6.8669  0.00
C  1.1642  -0.8255  -6.2566  0.00
C  -4.0650  0.8404  2.0443  0.00
C  -3.6607  0.6444  3.3589  -0.01
C  5.7000  -0.1421  -6.6114  0.00
C  1.5947  3.5146  4.1485  0.00
C  -0.8904  3.7398  3.6869  0.00
C  5.0831  -1.4912  -4.5731  0.00
C  1.4164  4.3583  2.8561  0.00
C  0.2355  2.0046  2.3615  0.00
C  0.4591  3.2577  3.1813  0.00
C  0.2125  -0.9577  4.7083  0.00
C  3.3259  0.4842  -3.7256  0.00
C  -0.3326  -3.4344  4.5337  0.00
C  -1.1974  -0.6003  0.0609  -0.03
C  0.4271  -1.1648  7.4807  0.00
C  0.9370  0.7503  2.6152  0.01
C  3.4978  -0.6786  -2.9817  0.00
C  4.7176  1.4381  3.3114  0.00
C  -0.1197  0.3183  -4.2675  0.02
C  -1.9959  -0.1582  1.2374  0.01
C  4.0421  0.6425  -4.8955  0.00
C  4.5344  0.5704  0.8408  0.01
C  3.2893  0.8682  0.4319  0.00
C  0.1097  -2.2775  6.7150  0.00
C  -1.3726  4.5578  -0.9397  0.01
C  -3.2445  0.4345  1.0075  -0.01
C  -2.4278  0.0644  3.6119  0.00
C  -1.7905  3.2158  -5.0387  0.00
C  0.5120  0.1587  5.4879  0.00
C  0.0037  -2.1997  5.3306  0.00
C  0.2225  1.3240  -5.0986  -0.01
C  1.0120  -4.9148  -0.4407  0.00
C  2.4396  1.6656  1.3593  0.01
C  4.9300  -0.3397  -5.3351  0.00
C  -1.5842  -0.3257  2.5719  -0.01
C  2.9064  2.8310  4.2960  0.00
C  2.4478  0.9486  2.7381  0.00
C  2.4215  4.2211  1.7905  0.00
C  -0.0291  4.7532  -1.1841  0.01
H  0.6543  1.1243  5.0209  0.00
H  0.5141  -1.2568  8.5558  0.00
H  4.5022  -2.5575  -2.7906  0.00
H  5.4662  1.6956  4.0527  0.00
H  -2.1113  -0.0851  4.6368  0.00
H  5.0224  -0.1160  -7.4668  0.00
H  5.1848  0.0511  0.1490  0.00
H  2.8894  5.1521  1.4852  0.00
H  5.7618  -2.2658  -4.9072  0.00
H  0.8741  0.9367  7.4532  0.00
H  -0.8206  1.8794  2.1570  0.00
H  -3.5786  0.5423  -0.0201  0.00
H  -0.5735  -1.4774  0.2932  0.01
H  -2.0604  3.0478  -6.0784  0.00
H  -1.5256  4.0209  2.8430  0.00
H  6.4164  -0.9463  -6.7697  0.00
H  -2.3107  2.5232  -4.3815  0.00
H  -2.1511  5.2992  -0.9287  0.00
H  0.5057  -3.7328  3.8999  0.00
H  3.6654  3.2408  0.4764  0.00
H  1.5442  3.3302  -1.1764  0.00
H  -2.3756  2.5964  -0.4923  0.00
H  2.9010  -0.0349  2.6233  0.00
H  1.2728  4.0364  5.0428  0.00
H  -1.1875  -3.2726  3.8738  0.00
H  -2.0333  4.2400  -4.7587  0.00
H  3.9015  1.5370  -5.4901  0.00
H  -4.3013  0.9388  4.1802  0.00
H  6.2436  0.8036  -6.5909  0.00
H  1.0411  5.3649  2.9953  0.00
H  6.2373  0.7938  2.1042  0.00
H  -0.7766  4.6087  4.3350  0.00
H  -0.5700  -4.2668  5.1941  0.00
H  2.6409  1.2537  -3.3915  0.00
H  -0.0556  -3.2316  7.2010  0.00
H  -1.4022  2.9534  4.2466  0.00
H  3.6496  3.4144  4.8346  0.00
H  -5.0291  1.2850  1.8312  0.00
H  0.5342  5.6424  -1.4088  0.00
H  -1.8705  -0.8789  -0.7476  0.01

No. 2
Density functional theory data (wB97M-V/def2-TZVPD) for C45H41BrN2O6OsTe as an isolated structure.

Calculated values
HOMO level (alpha / beta) = -10.95 / -11.32 eV
expectation value of S² = 8.77
net charge = +1
orbital gap (alpha / beta) = 0.3035 / 0.2161 Eh
spin multiplicity = 6
energy above the lowest of the compared OMol25 structures with the same formula, charge and spin = 7.88 kcal per mole

Last column: Löwdin spin population.
Geometry (Å):
Os  1.0995  0.6714  2.7153  2.63
Te  -0.1853  0.5114  -1.6797  0.60
Br  -1.2376  2.4608  5.1758  0.00
O  2.8153  -1.3528  0.0935  0.06
O  4.3428  -0.4423  4.8290  0.03
O  -2.7477  1.9274  2.1453  0.02
O  2.8259  -0.1059  3.2308  0.12
O  -0.7021  -0.9293  2.7655  0.11
O  -0.5595  1.5938  2.2339  0.13
N  1.1249  0.9925  4.9478  0.03
N  1.4243  0.2301  0.9346  0.64
C  1.9655  -0.5889  -3.4930  0.02
C  -3.0461  2.7117  -6.9197  0.00
C  5.5624  2.8257  -0.2796  0.00
C  3.2573  2.1814  -0.0946  0.02
C  1.8075  -3.2099  -2.5349  0.00
C  2.4402  0.2438  6.8149  0.00
C  1.4666  0.6962  7.6942  0.01
C  0.2255  1.4789  5.8074  0.01
C  -2.3235  0.8116  -5.4513  0.00
C  -1.7401  -1.2155  -4.1424  0.01
C  2.6898  -2.9086  -3.5581  0.02
C  -2.6736  -1.0044  1.3822  0.00
C  0.9875  -2.2427  -1.9649  0.03
C  -1.1583  2.5613  -3.6252  0.02
C  -3.4868  -3.0556  0.4020  0.01
C  -2.7992  -0.5044  3.8613  0.00
C  1.0542  -0.9492  -2.4846  0.05
C  -0.5313  3.5294  -2.6588  0.02
C  0.3523  1.3290  7.1847  0.00
C  0.0969  -2.6540  -0.8320  0.02
C  -4.1188  -0.0631  3.9127  0.00
C  -2.9868  -0.3330  0.2055  0.02
C  -2.0074  -0.3245  2.5730  0.01
C  -3.7837  -2.3830  -0.7764  0.00
C  2.7645  -1.5908  -4.0123  0.00
C  2.1505  0.8255  -3.9698  0.01
C  2.6348  -0.1943  0.4178  0.08
C  -1.8081  1.1896  2.3001  0.02
C  -2.3656  2.1797  -5.6933  0.03
C  -1.7146  0.2766  -4.3232  0.02
C  -3.5394  -1.0213  -0.8695  0.01
C  -4.8463  -0.1879  5.0834  0.00
C  3.5819  -3.9581  -4.1502  0.00
C  2.2252  0.4051  5.4658  0.01
C  -4.2688  -0.7593  6.2103  0.00
C  5.9529  1.5304  0.0385  0.00
C  3.2515  -0.0938  4.4799  0.02
C  -1.7831  3.0388  -4.7666  0.00
C  -2.9441  -2.3692  1.4765  0.00
C  4.9990  0.5531  0.2700  0.00
C  4.2152  3.1520  -0.3488  0.00
C  -2.9594  -1.2082  6.1568  0.00
C  -1.1179  1.1713  -3.4233  0.05
C  3.6484  0.8791  0.2055  0.02
C  -2.2237  -1.0839  4.9853  0.00
H  3.0211  0.8885  -4.6201  0.00
H  3.9136  4.1632  -0.5895  0.00
H  -0.6799  -3.3409  -1.1736  0.00
H  -2.6738  -1.6152  -4.5381  0.00
H  -4.5680  0.3921  3.0402  0.00
H  -2.8918  3.7835  -7.0287  0.00
H  -2.7922  0.1353  -6.1582  0.00
H  -1.6690  -1.5280  -3.0999  0.01
H  -4.1208  2.5284  -6.8710  0.00
H  -0.6028  4.5477  -3.0362  0.00
H  3.3676  -4.9426  -3.7387  0.00
H  3.4868  -1.3361  -4.7797  0.00
H  2.2034  2.4381  -0.1114  0.01
H  -2.7404  -2.8906  2.4052  0.00
H  -1.8099  4.1077  -4.9427  0.00
H  0.6912  -3.1646  -0.0733  0.00
H  -0.9170  -1.6905  -4.6806  0.00
H  0.5297  3.3165  -2.5006  0.01
H  -4.8427  -0.8597  7.1220  0.00
H  7.0042  1.2838  0.1059  0.00
H  -0.4143  -1.8205  -0.3427  0.02
H  -3.7992  -0.4817  -1.7735  0.00
H  -2.6721  2.2184  -7.8174  0.00
H  -5.8705  0.1599  5.1154  0.00
H  -3.6941  -4.1139  0.4903  0.00
H  2.3282  1.5075  -3.1323  0.01
H  1.5828  0.5707  8.7622  0.00
H  5.2837  -0.4626  0.5107  0.00
H  1.2883  1.1908  -4.5303  0.00
H  -2.8468  0.7371  0.1354  0.00
H  -2.5056  -1.6651  7.0270  0.00
H  6.3123  3.5824  -0.4691  0.00
H  1.7657  -4.2220  -2.1485  0.00
H  -1.0272  3.5108  -1.6841  0.00
H  3.4613  -4.0046  -5.2334  0.00
H  3.3561  -0.2299  7.1366  0.00
H  -1.2036  -1.4402  4.9529  0.00
H  -4.2274  -2.9144  -1.6085  0.00
H  -0.5387  -1.5618  2.0539  0.00
H  -0.4205  1.7252  7.8260  0.00
H  4.6291  -3.7267  -3.9488  0.00

No. 3
Density functional theory data (wB97M-V/def2-TZVPD) for C45H41N6O4PdSb2 as an isolated structure.

Calculated values
HOMO level = -14.84 eV
net charge = +3
orbital gap = 0.1266 Eh
spin multiplicity = 1

Last column: Mulliken charge in e.
Geometry (Å):
Sb  0.0240  2.9029  -0.0141  1.58
Sb  2.2856  0.3632  -0.0017  1.82
Pd  -0.3463  0.2149  0.2991  0.03
O  -2.2689  -0.5015  0.6315  -0.63
O  -2.0265  1.6247  0.3139  -0.69
O  -5.4818  3.7622  3.2510  -0.61
O  -7.5595  3.3112  2.8793  -0.57
N  0.0234  -1.6879  -0.1334  1.10
N  -6.3793  3.1421  2.7143  1.06
N  -0.6489  -6.0679  0.2189  0.64
N  -1.2293  -7.8343  -0.8651  -0.45
N  -0.6480  -3.6952  0.3386  0.29
N  -1.6871  -6.8992  -0.1547  -0.62
C  -0.4551  4.7621  3.8475  -0.83
C  1.8467  -6.0781  -0.2907  -0.53
C  3.1863  1.0334  -2.8296  -1.09
C  -6.9404  1.3397  1.1085  -0.61
C  1.9651  3.8251  -0.1787  -0.96
C  4.4648  -1.4554  1.0293  -0.80
C  -0.9350  -4.9646  1.0485  -0.90
C  2.9593  3.3020  0.8397  -0.64
C  -4.2455  0.8656  0.6861  0.01
C  -5.9729  2.0841  1.7590  -0.28
C  1.0792  -8.4559  -1.6789  -0.73
C  0.1443  -7.6726  -0.9995  -0.02
C  -5.1969  0.0938  0.0118  -0.59
C  -0.5666  2.4063  4.3205  -0.80
C  -0.6423  -2.1890  -1.2477  -0.98
C  0.6973  1.1064  -4.0622  -0.95
C  -2.2917  4.7999  -0.1480  -0.41
C  -1.0488  -3.4406  -0.9578  -1.13
C  1.8414  1.3694  -4.7986  -0.70
C  2.0427  0.7689  -2.0727  1.45
C  2.7610  -6.8570  -0.9661  -0.54
C  -3.0661  5.7939  -0.7182  -0.88
C  -1.1936  4.3183  -0.8710  1.13
C  -0.6079  3.7248  4.7555  -0.71
C  -2.8228  0.6182  0.5331  0.66
C  5.4781  -2.3932  0.9037  -0.72
C  -0.0161  -2.6308  0.8256  0.57
C  -4.6277  1.8812  1.5591  -0.15
C  0.7990  0.8018  -2.7081  -0.91
C  -2.7783  6.2577  -1.9984  -0.59
C  3.6067  -1.2494  -0.0508  0.73
C  -0.2729  4.4891  2.4981  -0.46
C  -6.5413  0.3474  0.2176  -0.74
C  0.5288  -6.5291  -0.3107  1.26
C  5.6076  -3.1213  -0.2729  -0.57
C  3.7016  -1.9950  -1.2218  -0.33
C  3.5908  1.9862  0.4290  -1.06
C  -0.9173  4.7523  -2.1749  -0.65
C  -0.3775  2.1253  2.9757  -0.62
C  3.0863  1.3302  -4.1808  -0.86
C  4.7266  -2.9252  -1.3282  -0.93
C  -1.7138  5.7360  -2.7292  -0.73
C  -0.2349  3.1643  2.0600  1.15
C  0.5479  -2.5183  2.1956  -1.57
C  2.3818  -8.0305  -1.6537  -0.63
H  -3.3921  7.0356  -2.4333  0.44
H  -0.1616  5.3158  1.8054  0.43
H  -0.2739  1.1276  -4.5394  0.55
H  4.1721  1.0044  -2.3788  0.48
H  -0.2108  -2.7042  2.9557  0.48
H  -0.1177  0.5830  -2.1679  0.65
H  -3.9091  2.4953  2.0842  0.74
H  0.9422  -1.5145  2.3491  0.10
H  3.0132  -1.8502  -2.0447  0.52
H  4.1419  2.0731  -0.5078  0.50
H  -1.9980  -5.0140  1.2820  0.27
H  1.3620  -3.2299  2.3437  0.41
H  3.7617  4.0411  0.9293  0.56
H  -4.8837  -0.6918  -0.6633  0.54
H  6.1670  -2.5522  1.7223  0.47
H  1.7670  1.6023  -5.8523  0.46
H  -0.3583  -4.9859  1.9735  0.55
H  -0.7562  3.9429  5.8044  0.46
H  4.3671  -0.8948  1.9517  0.45
H  6.3969  -3.8555  -0.3632  0.48
H  4.2762  1.6222  1.1942  0.67
H  0.7836  -9.3671  -2.1795  0.46
H  -0.4803  5.7896  4.1849  0.47
H  3.8017  -6.5606  -0.9756  0.43
H  2.3301  3.7557  -1.2033  0.64
H  3.9824  1.5290  -4.7536  0.47
H  -0.3366  1.0836  2.6696  0.43
H  -2.5237  4.4260  0.8401  0.33
H  -0.6872  1.5985  5.0299  0.48
H  -0.0818  4.3523  -2.7381  0.40
H  -7.2883  -0.2281  -0.3105  0.45
H  -3.9005  6.2047  -0.1657  0.51
H  4.8366  -3.4940  -2.2419  0.48
H  3.1388  -8.6069  -2.1669  0.40
H  1.6504  4.8514  0.0295  0.67
H  -1.5101  6.0985  -3.7274  0.45
H  -1.5861  -4.1708  -1.5401  0.61
H  -7.9855  1.5392  1.3022  0.55
H  2.5046  3.2377  1.8304  0.12
H  2.1457  -5.1624  0.2062  0.39
H  -0.7349  -1.6394  -2.1672  0.72

> Among the records above, which one has the highest spin multiplicity?

C45H41BrN2O6OsTe